{
  "formula": "C6H13NiO5",
  "method": "ωB97M-V/def2-TZVPD",
  "elements": ["O", "C", "C", "O", "C", "C", "O", "Ni", "H", "H", "H", "H", "H", "H", "H", "H", "O", "C", "O", "C", "H", "H", "H", "H", "H"],
  "positions_angstrom": [[-1.92, -1.15, 0.21], [-0.57, -1.30, -0.09], [-0.03, -0.11, -0.89], [-0.96, 0.12, -1.95], [-0.98, 1.40, -2.57], [-2.36, 1.54, -3.22], [-3.37, 1.21, -2.33], [-2.77, -0.14, -1.15], [-0.38, -2.23, -0.68], [0.97, -0.30, -1.29], [0.00, 0.79, -0.25], [-0.16, 1.48, -3.31], [-0.84, 2.17, -1.79], [-2.38, 0.90, -4.12], [-2.44, 2.59, -3.58], [0.07, -1.42, 0.85], [0.84, -1.26, 3.99], [2.74, 0.21, 2.51], [2.69, -1.21, 2.57], [1.49, -1.76, 2.90], [3.73, 0.47, 2.11], [1.97, 0.60, 1.83], [2.62, 0.66, 3.50], [1.57, -2.85, 2.93], [0.47, -0.39, 3.81]],
  "total_energy_ev": -57709.15355,
  "orbital_gap_ev": [7.94, 8.97],
  "spin_multiplicity": 4,
  "total_charge": 0
}

=====

{
  "formula": "C30H80O10",
  "method": "ωB97M-V/def2-TZVPD",
  "elements": ["C", "C", "C", "O", "H", "H", "H", "H", "H", "H", "H", "H", "C", "C", "C", "O", "H", "H", "H", "H", "H", "H", "H", "H", "C", "C", "C", "O", "H", "H", "H", "H", "H", "H", "H", "H", "C", "C", "C", "O", "H", "H", "H", "H", "H", "H", "H", "H", "C", "C", "C", "O", "H", "H", "H", "H", "H", "H", "H", "H", "C", "C", "C", "O", "H", "H", "H", "H", "H", "H", "H", "H", "C", "C", "C", "O", "H", "H", "H", "H", "H", "H", "H", "H", "C", "C", "C", "O", "H", "H", "H", "H", "H", "H", "H", "H", "C", "C", "C", "O", "H", "H", "H", "H", "H", "H", "H", "H", "C", "C", "C", "O", "H", "H", "H", "H", "H", "H", "H", "H"],
  "positions_angstrom": [[-12.35, -26.90, 10.64], [-10.86, -27.12, 10.47], [-10.27, -26.16, 9.43], [-10.27, -27.03, 11.74], [-12.84, -27.12, 9.70], [-12.59, -25.90, 11.02], [-12.71, -27.60, 11.39], [-10.72, -28.12, 10.02], [-10.36, -25.14, 9.82], [-10.80, -26.23, 8.48], [-9.20, -26.32, 9.29], [-9.58, -27.72, 11.79], [-8.87, -22.97, -0.39], [-7.89, -23.03, 0.75], [-8.31, -23.98, 1.84], [-6.64, -23.43, 0.19], [-8.85, -23.93, -0.90], [-8.67, -22.19, -1.13], [-9.90, -22.83, -0.05], [-7.76, -22.02, 1.13], [-8.54, -24.99, 1.50], [-9.18, -23.64, 2.41], [-7.51, -24.15, 2.57], [-6.77, -24.24, -0.32], [-6.04, -26.08, 8.11], [-6.19, -24.88, 7.15], [-5.98, -25.27, 5.71], [-7.48, -24.32, 7.34], [-6.60, -26.92, 7.71], [-6.39, -25.77, 9.10], [-4.99, -26.39, 8.21], [-5.41, -24.15, 7.41], [-4.97, -25.62, 5.47], [-6.20, -24.47, 5.01], [-6.64, -26.12, 5.49], [-8.09, -25.07, 7.19], [-4.16, -22.04, 4.32], [-4.62, -21.92, 2.86], [-3.66, -21.08, 2.05], [-4.78, -23.19, 2.29], [-4.58, -21.24, 4.92], [-3.07, -22.03, 4.33], [-4.43, -22.99, 4.79], [-5.61, -21.43, 2.84], [-3.68, -20.05, 2.38], [-3.93, -21.10, 0.99], [-2.64, -21.49, 2.05], [-5.42, -23.14, 1.56], [-1.70, -29.13, 9.08], [-3.02, -28.79, 8.39], [-2.88, -27.94, 7.16], [-3.67, -29.98, 7.97], [-1.02, -29.69, 8.43], [-1.88, -29.86, 9.88], [-1.12, -28.31, 9.50], [-3.67, -28.28, 9.11], [-3.84, -27.77, 6.67], [-2.25, -28.48, 6.45], [-2.39, -26.99, 7.36], [-3.82, -30.55, 8.73], [-7.34, -25.10, 12.12], [-7.84, -24.93, 13.55], [-7.63, -23.52, 14.09], [-9.23, -25.19, 13.60], [-7.51, -26.14, 11.81], [-6.26, -25.02, 12.05], [-7.82, -24.52, 11.33], [-7.39, -25.65, 14.25], [-8.21, -22.86, 13.44], [-6.58, -23.21, 14.06], [-8.04, -23.45, 15.10], [-9.46, -25.77, 12.86], [-10.59, -24.55, 5.94], [-10.17, -25.94, 5.53], [-9.63, -26.06, 4.11], [-9.13, -26.44, 6.41], [-10.90, -24.50, 6.98], [-11.33, -24.17, 5.23], [-9.73, -23.87, 5.92], [-11.01, -26.62, 5.67], [-10.30, -25.51, 3.44], [-9.63, -27.09, 3.74], [-8.64, -25.62, 3.98], [-9.18, -27.40, 6.37], [-9.09, -30.96, 10.50], [-7.98, -30.04, 10.99], [-7.45, -29.15, 9.87], [-8.51, -29.18, 12.01], [-9.98, -30.35, 10.33], [-9.31, -31.58, 11.37], [-8.80, -31.55, 9.64], [-7.13, -30.60, 11.40], [-7.07, -29.69, 9.01], [-6.61, -28.59, 10.29], [-8.24, -28.49, 9.51], [-7.73, -28.87, 12.49], [-2.07, -26.98, 2.08], [-2.71, -25.82, 2.80], [-2.37, -25.80, 4.31], [-2.38, -24.60, 2.17], [-2.16, -27.91, 2.64], [-1.01, -26.77, 1.95], [-2.47, -27.11, 1.07], [-3.80, -25.96, 2.78], [-2.65, -24.83, 4.72], [-1.28, -25.85, 4.37], [-2.89, -26.59, 4.84], [-3.15, -24.05, 2.35], [-5.68, -21.82, 9.88], [-6.79, -21.22, 9.00], [-6.35, -21.09, 7.54], [-7.92, -22.07, 9.00], [-5.54, -22.88, 9.69], [-5.90, -21.71, 10.95], [-4.77, -21.26, 9.67], [-7.10, -20.29, 9.48], [-5.54, -20.38, 7.38], [-7.23, -20.79, 6.96], [-6.04, -22.01, 7.04], [-7.74, -22.84, 8.43]],
  "smiles": "CC(C)O.CC(C)O.CC(C)O.CC(C)O.CC(C)O.CC(C)O.CC(C)O.CC(C)O.CC(C)O.CC(C)O",
  "total_energy_ev": -52882.30821,
  "relative_energy_ev": 0.9148,
  "orbital_gap_ev": 9.51,
  "spin_multiplicity": 1,
  "total_charge": 0
}